# 1
The following is a DFT calculation (ωB97M-V with the def2-TZVPD basis set) of C22H16N5O8S2V as an isolated structure.

```
54
Properties=species:S:1:pos:R:3:nbo_charge:R:1
V -0.6484 -0.8601 0.9494 1.2424
S -3.1418 -2.1745 -2.4164 0.3917
S -2.3027 -2.2200 0.4027 0.1158
O 2.5248 -2.2720 2.5311 -0.2041
O -2.2612 1.2202 6.0272 -0.3217
O 1.8345 -0.1156 8.3317 -0.3377
O 0.5654 -0.6693 -0.2954 -0.6069
O 0.4494 -2.3032 1.9200 -0.4246
O -0.7895 -0.1596 2.6941 -0.6670
O 3.1743 -1.4789 7.3241 -0.3466
O -1.7447 2.0216 4.0909 -0.3615
N 2.2114 -0.7473 7.3717 0.5339
N -1.5873 1.2658 5.0261 0.5349
N -1.7526 0.5297 -0.0095 -0.3120
N 1.3963 -1.9305 2.7021 0.5517
N -2.1538 -0.0474 -1.1891 -0.3299
C 0.2927 0.2074 6.1397 -0.0923
C 0.6759 -1.9465 -4.8436 -0.2178
C -0.8747 1.5124 -0.0784 0.4469
C 0.1697 0.2646 -5.6201 -0.1999
C 1.4139 2.3767 -2.9666 -0.2089
C -0.4261 0.3629 4.9776 -0.0319
C -2.8628 -1.0067 -3.7700 -0.5497
C -2.5229 -1.2804 -1.0708 -0.0833
C -0.7611 2.4737 1.0375 -0.6968
C -1.0644 0.2004 -4.9938 -0.2041
C 0.4071 2.5436 -2.0278 -0.1405
C -1.4493 -0.9459 -4.3014 -0.0573
C 2.1124 1.1804 -3.0299 -0.1439
C 0.0876 1.4942 -1.1788 -0.2247
C -0.5640 -2.0128 -4.2193 -0.1777
C -0.0904 -0.3176 3.7951 0.4516
C 1.8295 0.1348 -2.1587 -0.2436
C 1.4191 -0.6077 6.1328 -0.0035
C 1.8146 -1.2964 5.0161 -0.1054
C 1.0418 -0.8144 -5.5533 -0.2170
C 1.0339 -1.1677 3.8768 -0.0860
C 0.8220 0.3099 -1.2380 0.3766
H -0.0112 0.7184 7.0430 0.2947
H -3.2098 -0.0263 -3.4516 0.2549
H 1.6533 3.1814 -3.6476 0.2362
H -1.4117 2.2203 1.8671 0.2817
H 2.9017 1.0562 -3.7586 0.2358
H -1.0571 3.4504 0.6336 0.2764
H 1.9986 -0.7732 -6.0578 0.2225
H -3.5444 -1.3623 -4.5463 0.2558
H 2.6851 -1.9371 5.0333 0.2917
H -1.7461 1.0409 -5.0592 0.2158
H 0.4466 1.1548 -6.1705 0.2216
H 0.2753 2.5811 1.3599 0.2491
H 2.3856 -0.7923 -2.1819 0.2468
H -0.1478 3.4714 -1.9734 0.2310
H 1.3470 -2.7940 -4.7881 0.2220
H -0.8437 -2.9136 -3.6875 0.2145
```

Calculated values
Multiplicity ... 2
Net charge ... +1
E_LUMO (alpha / beta) ... -5.487 / -5.367 eV
Gap between HOMO and LUMO (alpha / beta) ... 6.282 / 6.400 eV


# 2
The following is a DFT calculation (ωB97M-V with the def2-TZVPD basis set) of a 2-piece molecular cluster, C16H17N overall at a distorted geometry.

```
34
Properties=species:S:1:pos:R:3:nbo_charge:R:1
N 1.0185 -0.5836 4.2322 -0.5286
C -2.9481 1.0987 -3.4867 -0.0184
C 2.8892 -1.4074 3.2064 -0.0312
C -0.9206 -0.3335 -1.8945 -0.2132
C 0.9574 -0.2635 2.9788 0.1784
C -2.0960 1.7974 -2.6114 -0.2104
C 2.4083 -0.1345 1.0453 -0.2101
C -0.0602 0.3761 2.2815 -0.2515
C 4.0296 -2.2107 2.8566 -0.6394
C 2.0819 -0.6778 2.2096 -0.1124
C -1.0478 1.0773 -1.9174 -0.2197
C -2.8296 -0.2689 -3.4237 -0.2311
C 1.5023 0.8182 0.5415 -0.2492
C -4.0018 1.8395 -4.4224 -0.6321
C 0.1639 0.9874 1.0782 -0.2151
C -1.9980 -1.0383 -2.6037 -0.2070
C 2.2751 -1.3055 4.4449 -0.0603
H 2.6522 -1.6223 5.2945 0.1988
H -4.9745 1.8523 -3.9447 0.2268
H 4.7984 -1.5563 2.3252 0.2115
H 4.5948 -2.7725 3.6521 0.2221
H 3.1885 -0.4113 0.4617 0.2123
H -0.1162 -0.7677 -1.3767 0.2277
H 1.8734 1.3619 -0.3790 0.2060
H 0.1631 -0.6680 4.7692 0.4105
H -0.9262 0.6625 2.8361 0.1993
H -2.1064 -2.1568 -2.6283 0.2217
H -3.5958 -0.7077 -4.2124 0.2000
H -0.2562 1.5990 -1.4478 0.2068
H -2.3689 2.8111 -2.4207 0.2061
H -3.5734 2.8464 -4.7240 0.2250
H -0.6262 1.6007 0.5239 0.2358
H 3.7479 -2.9601 2.1443 0.2231
H -3.8984 1.1180 -5.3883 0.2180
```

Calculated values
E_LUMO ... 0.887 eV
Structure (SMILES) ... Cc1c[nH]c2ccccc12.Cc1ccccc1
Gap between HOMO and LUMO ... 8.749 eV


# 3
The following is a DFT calculation (ωB97M-V with the def2-TZVPD basis set) of one molecule with the formula C2H4N2S3 at a distorted geometry.

```
11
Properties=species:S:1:pos:R:3:nbo_charge:R:1
S -2.7933 1.0379 -0.5450 -0.0526
S 1.1483 -1.2809 -0.8617 0.2488
S 2.7478 1.3151 -0.0864 0.0526
N 0.3087 0.0168 -0.0161 -0.2535
N -0.7824 0.1359 0.6151 -0.1218
C 1.6674 -0.0265 0.3681 -0.2688
C -1.9611 -0.4363 0.1019 -0.4095
H -1.7849 -1.1887 -0.6770 0.1976
H 2.0800 1.6667 -1.1875 0.1434
H 1.9138 -0.3910 1.3627 0.2389
H -2.5444 -0.8489 0.9260 0.2249
```

Calculated values
E_LUMO (alpha / beta) ... -1.709 / -0.876 eV
Gap between HOMO and LUMO (alpha / beta) ... 6.235 / 7.851 eV


# 4
The following is a DFT calculation (ωB97M-V with the def2-TZVPD basis set) of one molecule with the formula C3H3NO2.

```
9
Properties=species:S:1:pos:R:3:nbo_charge:R:1
O -1.0504 -0.9646 0.3712 -0.2899
O 2.1554 0.0384 -0.3451 -0.6397
N 0.2843 -1.1520 0.2938 -0.0932
C -0.0931 1.0035 -0.5446 -0.0510
C -1.2788 0.3794 -0.0195 -0.2614
C 0.8279 -0.0616 -0.1814 0.2879
H 2.5584 -0.8049 -0.0892 0.4903
H -1.1041 1.0393 0.8828 0.3027
H -2.2998 0.5225 -0.3680 0.2543
```

Calculated values
E_LUMO ... -0.769 eV
Gap between HOMO and LUMO ... 8.929 eV


# 5
The following is a DFT calculation (ωB97M-V with the def2-TZVPD basis set) of one molecule with the formula C3H6N2O3 at a distorted geometry.

```
14
Properties=species:S:1:pos:R:3:nbo_charge:R:1
O -1.5362 -1.1683 1.1729 -0.5648
O 0.5109 -2.3052 0.9147 -0.6741
O 2.2058 -1.0374 -1.0418 -0.6426
N -0.4429 1.0509 -0.2132 -0.3694
N 1.7059 0.1178 -0.1191 -0.2948
C -0.2721 -1.1355 0.7415 0.6803
C 0.2143 0.0530 -0.0484 0.2753
C -1.7237 1.6515 0.0193 -0.4590
H -2.6427 0.9049 -0.0932 0.2388
H -1.8614 2.7273 -0.6555 0.2093
H -1.9881 1.8807 1.0455 0.2448
H 0.9864 -2.2878 -0.1597 0.5109
H 3.0835 -1.2379 -0.7219 0.4845
H 1.7605 0.7860 -0.8410 0.3608
```

Calculated values
E_LUMO ... -0.370 eV
Structure (SMILES) ... C/N=C(/NO)C(=O)O
Gap between HOMO and LUMO ... 9.483 eV


# 6
The following is a DFT calculation (ωB97M-V with the def2-TZVPD basis set) of an isolated ion of composition C2H6N3S2 and charge +1 at a distorted geometry.

```
13
Properties=species:S:1:pos:R:3:nbo_charge:R:1
S 1.5660 -1.0039 0.5530 0.9277
S 3.9435 0.5192 -0.3032 0.6022
N -1.1081 1.3164 0.6061 -0.7735
N -2.0731 -0.2184 -0.7643 -0.7256
N 2.4180 0.0815 -0.2274 -0.7716
C -0.0459 -0.9108 -0.0232 -0.7428
C -1.1238 0.0228 0.0853 0.4989
H -0.3765 -1.9389 -0.2458 0.2444
H -0.8280 1.5474 1.5662 0.4256
H 4.4753 -0.4108 0.4625 0.0824
H -1.9649 -1.1459 -1.1321 0.4202
H -2.8916 0.3707 -0.9021 0.4226
H -1.9909 1.7709 0.3250 0.3894
```

Calculated values
Net charge ... +1
E_LUMO (alpha / beta) ... -5.729 / -5.728 eV
Gap between HOMO and LUMO (alpha / beta) ... 6.654 / 6.655 eV


The calculation returns the following energy above the lowest of the compared OMol25 structures with the same formula, charge and spin values, one per record and in order: 71.1, 315.1, 434.6, 527.1, 616.5, 271.9 kJ/mol.
The calculation returns the following total energy values, one per record and in order: -3463.5444, -674.5366, -1382.5066, -321.1769, -452.9662, -1040.1085 Eh.